# 1
C5H7NO | ωB97M-V/def2-TZVPD

- Multiplicity: 1
- Highest occupied orbital energy: -8.0 eV
- Frontier orbital gap: 9.003 eV
- Net charge: 0
- Structure (SMILES): Cc1occc1N

Geometry as XYZ:
```
14
Properties=species:S:1:pos:R:3:mulliken_charge:R:1
C 0.26076 1.23715 1.49567 -1.151
C -0.24871 0.30174 0.45583 0.253
O -1.55717 -0.08082 0.55569 -0.385
C -1.80163 -0.94260 -0.45942 -0.455
C -0.69672 -1.11749 -1.22056 -0.522
C 0.32264 -0.29635 -0.62600 0.697
N 1.62517 -0.12817 -1.14973 -0.603
H 1.29164 1.52534 1.26668 0.275
H -0.33979 2.15163 1.55294 0.289
H 0.25597 0.77166 2.48630 0.275
H -2.80806 -1.33025 -0.51376 0.451
H -0.59884 -1.73072 -2.10616 0.397
H 2.17158 -0.97692 -1.06285 0.243
H 2.12316 0.61579 -0.67463 0.235
```



# 2
C24H16EuN4O2S2 | ωB97M-V/def2-TZVPD

- Multiplicity: 7
- <S²>: 12.01
- Highest occupied orbital energy (alpha / beta): -4.5 / -4.5 eV
- Frontier orbital gap (alpha / beta): 6.766 / 6.815 eV
- Net charge: -1

Geometry as XYZ:
```
49
Properties=species:S:1:pos:R:3:mulliken_charge:R:1
Eu 0.52536 0.17344 0.31406 0.941
O -1.29403 0.65860 1.43497 -0.721
C -1.41546 1.67540 2.24584 0.405
C -2.49712 2.57243 2.12480 -0.343
C -2.64379 3.62655 2.99341 -0.512
C -1.73858 3.85449 4.04058 -0.682
C -0.67903 2.98752 4.17447 -0.655
C -0.49127 1.91259 3.29239 0.547
C 0.64633 1.04095 3.55362 -0.195
N 1.17055 0.20934 2.73930 -0.001
C 2.19137 -0.71624 3.20905 -0.751
C 3.11459 -1.09252 2.05604 -0.821
N 2.29266 -1.45142 0.91281 0.059
C 2.62199 -2.43643 0.14758 -0.346
C 1.85335 -2.95897 -0.96466 0.668
C 2.48823 -3.89969 -1.78954 -0.692
C 1.84399 -4.45789 -2.87457 -0.683
C 0.50822 -4.09832 -3.13380 -0.470
C -0.16179 -3.20827 -2.32616 -0.476
C 0.48623 -2.60045 -1.23007 0.525
O -0.15824 -1.75785 -0.47929 -0.718
H -3.20168 2.40812 1.32041 0.485
H -3.48528 4.29771 2.86261 0.362
H -1.87256 4.68467 4.71926 0.387
H 0.04517 3.12702 4.97139 0.310
H 1.05189 1.10446 4.57407 0.250
H 1.68773 -1.62258 3.56028 0.271
H 2.75890 -0.29677 4.05021 0.453
H 3.76858 -1.91920 2.36204 0.454
H 3.74405 -0.23368 1.79374 0.224
H 3.56214 -2.97141 0.33821 0.231
H 3.51201 -4.17560 -1.56360 0.312
H 2.35886 -5.15938 -3.51604 0.385
H -0.00276 -4.53413 -3.98408 0.387
H -1.19130 -2.93173 -2.51084 0.483
S 0.48534 2.89406 -0.33651 -0.395
C -0.37054 2.04044 -1.60267 0.173
C -1.72202 2.36866 -1.86615 -0.765
C -2.46682 1.73099 -2.82780 0.692
C -3.83605 2.14775 -3.04847 -0.133
N -4.91794 2.49864 -3.21944 -0.580
C -1.88620 0.68442 -3.57501 0.543
C -0.58382 0.32711 -3.32124 -0.554
C 0.21560 0.98807 -2.36150 -0.048
S 1.86331 0.43734 -2.11013 -0.379
C -2.63803 -0.01989 -4.59194 -0.124
N -3.23431 -0.58241 -5.39874 -0.585
H -2.16697 3.16556 -1.28496 0.521
H -0.14090 -0.49149 -3.87396 0.558
```



# 3
C20H21F2N3S | ωB97M-V/def2-TZVPD

- Multiplicity: 1
- Highest occupied orbital energy: -8.3 eV
- Frontier orbital gap: 8.998 eV
- Net charge: 0
- Structure (SMILES): CSCCNCc1cn(-c2ccc(F)cc2F)nc1-c1ccccc1C

Geometry as XYZ:
```
47
Properties=species:S:1:pos:R:3:mulliken_charge:R:1
C 1.28486 5.44634 3.26124 -0.851
S 1.63228 3.83451 4.02255 -0.083
C 1.26454 2.73131 2.62399 -0.226
C -0.23267 2.64919 2.30722 -0.886
N -0.59154 1.59512 1.38601 -0.336
C -0.18711 1.81596 0.00400 -0.522
C -0.36707 0.56125 -0.78000 0.270
C -1.17090 0.32851 -1.86489 -1.018
N -1.03879 -0.98761 -2.18786 0.606
C -1.66030 -1.67116 -3.22899 0.353
C -2.03191 -1.00833 -4.39810 -0.386
C -2.64730 -1.67838 -5.43729 -0.795
C -2.88558 -3.03540 -5.31136 0.373
F -3.47798 -3.69698 -6.32006 -0.321
C -2.53097 -3.73222 -4.17054 -0.603
C -1.92478 -3.04205 -3.13830 0.570
F -1.61905 -3.72145 -2.02564 -0.219
N -0.19603 -1.60714 -1.35722 -0.879
C 0.23010 -0.70152 -0.50340 0.433
C 1.17603 -0.99407 0.57800 0.153
C 2.35665 -0.26351 0.66202 -0.497
C 3.24438 -0.47322 1.70144 -0.918
C 2.95296 -1.42012 2.66736 -0.567
C 1.78493 -2.15834 2.58036 -0.847
C 0.88424 -1.96532 1.54269 1.250
C -0.38444 -2.75524 1.46613 -1.451
H 0.21946 5.55239 3.08035 0.267
H 1.61507 6.19948 3.96859 0.354
H 1.84569 5.53580 2.33507 0.263
H 1.84878 3.07832 1.77080 0.297
H 1.63490 1.75157 2.93078 0.071
H -0.77411 2.46698 3.24059 0.370
H -0.58356 3.59534 1.88565 0.459
H -0.21168 0.71189 1.71533 0.163
H -0.82316 2.60651 -0.40949 0.513
H 0.86210 2.14634 -0.08431 0.238
H -1.83218 0.98343 -2.39362 0.444
H -1.82222 0.04462 -4.49656 0.352
H -2.93318 -1.16398 -6.34013 0.431
H -2.72655 -4.78794 -4.07806 0.465
H 2.58463 0.46413 -0.10407 0.526
H 4.15785 0.10026 1.75707 0.422
H 3.63622 -1.58607 3.48706 0.407
H 1.56601 -2.89942 3.33594 0.379
H -0.43827 -3.28520 0.51771 0.224
H -1.24821 -2.09221 1.52105 0.325
H -0.44213 -3.47233 2.28092 0.429
```



What total energy values result from the calculations? In sequence: -324.6974 -2800.5815 -1536.8926 Eh.
What largest force on an atom values result from the calculations? In sequence: 0.00541 0.01657 0.01746 hartree/bohr.
What energy relative to the best compared isomer or geometry (same formula, charge and spin) values result from the calculations? In sequence: 17.0 3.7 2.1 kcal per mole.